No. 1
Entry from the Open Molecules 2025 dataset: C21H63AsF6O10 as an isolated structure in a non-equilibrium geometry (wB97M-V/def2-TZVPD).

Output
energy relative to the best compared isomer or geometry (same formula, charge and spin)	0.000	eV
total charge	0
2S+1	1

```
101
Properties=species:S:1:pos:R:3:forces:R:3:lowdin_charge:R:1
O 0.67423 3.02589 2.21810 -0.68 0.06 -0.71 0.22
H 1.21667 2.38287 1.69391 0.31 0.15 0.07 0.10
H 1.16510 3.39899 2.96276 0.27 -0.29 0.02 0.15
H -0.15800 2.52137 2.51008 -0.04 -0.07 0.86 0.10
As -0.26761 -0.19030 0.22771 0.52 -0.89 -0.27 0.73
F 0.93367 0.85616 0.94785 0.62 0.38 0.02 -0.23
F -0.15389 -1.20380 1.62968 -0.33 0.43 0.37 -0.23
F -1.45470 -1.26935 -0.37728 -0.41 -0.02 -0.02 -0.21
F -0.34418 0.73184 -1.21410 -0.05 0.36 -0.32 -0.21
F 1.00911 -1.10417 -0.48137 0.23 -0.21 -0.14 -0.22
F -1.43542 0.84671 0.93757 -0.60 0.05 0.28 -0.21
C -4.71175 -1.68602 -2.01207 -0.47 0.01 0.05 -0.10
C -3.71380 -2.79660 -1.81056 0.36 -0.30 -0.83 -0.31
O -2.52809 -2.54988 -2.56874 0.14 -0.05 0.20 -0.10
H -4.29585 -0.70680 -1.77431 0.06 -0.04 0.12 0.05
H -5.59875 -1.86206 -1.39675 0.03 0.11 0.04 0.07
H -5.04227 -1.66594 -3.05142 0.09 0.03 -0.03 0.08
H -4.09826 -3.71858 -2.25435 -0.20 -0.03 0.30 0.11
H -3.48669 -2.99082 -0.76018 0.03 0.12 0.04 0.10
H -1.92955 -2.03512 -2.01640 -0.06 0.03 -0.10 0.03
C -5.30457 0.46237 0.83570 1.39 0.42 -0.22 -0.08
C -4.63668 1.83771 0.84916 -0.82 0.10 0.00 -0.30
O -3.93822 2.08814 2.07312 0.25 -0.08 -0.35 -0.10
H -4.45534 -0.23151 0.84374 -0.36 -0.35 0.21 0.07
H -5.79348 0.32391 -0.12673 -0.41 -0.06 0.19 0.06
H -5.93451 0.31183 1.70664 -0.21 -0.06 -0.12 0.08
H -5.38328 2.62820 0.74209 0.08 0.02 0.02 0.11
H -3.95510 1.89819 -0.00440 0.04 0.13 0.06 0.10
H -3.05982 1.73904 1.89660 0.20 -0.18 0.26 0.02
C 2.38376 4.86133 -2.45363 -0.03 -0.40 0.12 -0.08
C 1.99073 3.40097 -2.65939 -0.34 0.16 -0.04 -0.31
O 0.99679 3.05747 -1.69903 0.28 -0.01 0.29 -0.10
H 3.42993 5.01764 -2.71409 -0.09 0.16 -0.29 0.07
H 2.28071 5.14277 -1.40457 -0.10 -0.09 0.02 0.07
H 1.71809 5.48281 -3.04755 0.19 0.29 0.05 0.07
H 2.85235 2.73312 -2.59312 0.01 0.02 0.07 0.08
H 1.54461 3.29722 -3.65471 0.26 -0.12 -0.09 0.11
H 0.85159 2.10255 -1.70827 -0.10 0.19 -0.09 0.03
C 0.57534 -2.26290 -4.00189 0.33 0.27 -0.21 -0.09
C 0.99777 -3.57412 -3.34608 -0.76 0.67 -0.38 -0.29
O 2.23846 -3.42301 -2.65263 -0.39 -0.08 0.03 -0.09
H 0.71994 -1.45449 -3.27800 -0.29 0.03 0.00 0.06
H -0.46253 -2.28409 -4.33545 -0.07 -0.05 0.21 0.07
H 1.17896 -1.99179 -4.87236 0.16 -0.22 0.08 0.07
H 1.04456 -4.35567 -4.10165 0.45 -0.17 0.19 0.11
H 0.18949 -3.82995 -2.65210 0.20 -0.28 0.11 0.10
H 1.98117 -2.84390 -1.92410 0.35 -0.03 0.19 0.06
C 5.38023 1.51087 2.13893 -0.21 -0.01 0.62 -0.08
C 3.87958 1.40665 1.92914 0.69 0.51 -0.52 -0.28
O 3.26298 2.69712 2.12723 -0.44 -0.07 0.24 -0.10
H 5.84688 0.52546 2.15335 0.03 0.02 -0.30 0.08
H 5.56824 1.94637 3.12354 0.01 0.06 -0.05 0.08
H 5.83907 2.15742 1.39203 0.09 -0.13 -0.10 0.07
H 3.43096 0.71849 2.63913 -0.18 0.03 -0.02 0.12
H 3.67093 1.09685 0.90461 -0.16 -0.34 0.11 0.09
H 3.50808 3.29357 1.41221 0.22 -0.14 -0.07 0.10
C -3.39723 1.73505 -3.50674 0.39 -1.08 0.16 -0.10
C -3.22416 3.22828 -3.55458 -0.22 0.10 -0.96 -0.30
O -3.89145 3.79098 -4.70183 -0.15 -0.03 0.30 -0.09
H -4.43470 1.40960 -3.41778 -0.07 0.25 0.01 0.08
H -2.83557 1.25294 -2.69794 -0.10 0.36 0.22 0.06
H -2.97861 1.21958 -4.38015 -0.11 0.36 -0.22 0.08
H -2.17053 3.50137 -3.64665 0.07 -0.06 0.44 0.11
H -3.68469 3.70385 -2.69154 0.18 0.08 0.09 0.11
H -3.79837 3.17311 -5.43245 0.05 0.00 0.00 0.07
C -0.68976 -4.12876 4.18954 0.00 -0.72 -0.21 -0.06
C 0.05685 -4.43280 2.89239 -0.03 0.63 -0.10 -0.49
C -0.92403 -4.47451 1.73395 -0.51 -1.05 0.23 -0.07
O 1.04533 -3.42926 2.65561 0.22 -0.39 0.22 -0.06
H -0.06515 -4.28760 5.06747 0.17 0.38 -0.03 0.08
H -1.51512 -4.83978 4.29747 -0.16 0.23 -0.04 0.08
H -1.06496 -3.10792 4.11771 -0.10 0.01 0.29 0.06
H 0.57103 -5.39022 2.98739 0.17 0.06 -0.10 0.13
H -0.45742 -4.53433 0.75282 0.20 0.38 0.03 0.08
H -1.64404 -3.65797 1.81161 0.15 0.17 -0.26 0.07
H -1.50288 -5.40422 1.81660 -0.09 0.16 0.03 0.08
H 0.59877 -2.68338 2.23960 0.13 -0.06 0.00 0.02
C 6.31842 -0.17055 -1.54746 -0.05 -0.25 1.11 -0.05
C 4.92731 -0.79789 -1.57739 0.53 0.33 -0.98 -0.49
C 3.90577 0.20137 -2.09733 -0.38 0.05 0.90 -0.06
O 5.07193 -1.88346 -2.48926 -0.26 -0.27 0.36 -0.05
H 6.44173 0.44065 -0.64635 -0.11 0.28 -0.24 0.06
H 6.52941 0.41470 -2.43796 0.03 -0.04 -0.08 0.08
H 7.04435 -0.97411 -1.42256 0.08 0.02 -0.30 0.08
H 4.64721 -1.12111 -0.56813 0.00 -0.25 -0.06 0.14
H 2.90048 -0.22394 -2.15210 0.10 -0.17 -0.30 0.06
H 4.22086 0.61390 -3.05279 -0.08 -0.01 -0.07 0.09
H 3.80300 0.99879 -1.34938 0.16 0.19 -0.23 0.06
H 4.29665 -2.45786 -2.44538 -0.11 0.03 -0.20 0.06
C -2.38909 0.03740 4.55164 0.43 -0.93 -0.33 -0.04
C -1.19649 0.95619 4.65423 0.00 0.19 0.76 -0.43
C 0.15603 0.27589 4.68487 0.07 0.19 -0.52 -0.03
O -1.17881 1.90201 3.55101 -0.16 0.38 0.01 -0.09
H -3.35071 0.54444 4.56064 0.03 0.13 0.10 0.08
H -2.32103 -0.69314 5.36259 -0.24 0.23 0.18 0.09
H -2.33061 -0.57908 3.64821 0.01 0.26 -0.13 0.08
H -1.29384 1.53189 5.58465 -0.02 0.14 -0.17 0.14
H 0.33953 -0.30759 5.58366 -0.35 -0.15 0.01 0.09
H 0.92963 1.04916 4.68382 0.05 -0.06 -0.14 0.08
H 0.26228 -0.35401 3.79806 0.18 -0.02 0.15 0.07
H -1.94493 2.48121 3.64259 -0.19 -0.08 -0.08 0.11
```
Forces are in eV/Å.

---

No. 2
Entry from the Open Molecules 2025 dataset: a 4-piece molecular cluster, C21H63IN10O5P3S overall in a non-equilibrium geometry (wB97M-V/def2-TZVPD).

Output
total charge	+1
2S+1	1

```
104
Properties=species:S:1:pos:R:3:forces:R:3:lowdin_charge:R:1
C 2.04461 -3.63669 -3.38145 -0.01 -0.32 0.31 -0.07
C 2.12659 -4.95487 -2.62668 0.52 0.67 -0.49 -0.30
N 1.32764 -6.00930 -3.33219 0.20 -0.05 0.31 -0.33
S -0.22844 -6.10067 -2.70324 -0.02 -0.10 0.66 0.64
I -0.94338 -8.30330 -3.25746 0.08 0.37 -0.06 0.76
C -1.27529 -5.06227 -3.80050 -0.75 0.10 -0.58 -0.41
O -2.56900 -5.22010 -3.33968 -0.36 0.15 -0.23 -0.20
O -2.76424 -4.30552 -2.26446 0.28 -0.05 0.56 -0.02
H 2.48053 -3.75629 -4.36896 -0.16 0.04 -0.17 0.09
H 1.01088 -3.30672 -3.45574 0.02 0.30 -0.09 0.05
H 2.62808 -2.88943 -2.85006 -0.09 0.13 0.08 0.09
H 3.16357 -5.27832 -2.68364 -0.01 -0.31 0.15 0.12
H 1.89639 -4.84365 -1.56676 -0.18 -0.15 0.06 0.09
H 1.77618 -6.89985 -3.13433 -0.16 -0.20 -0.25 0.06
H -0.99169 -4.01339 -3.75102 0.51 -0.09 0.19 0.10
H -1.24459 -5.42956 -4.82488 0.23 -0.16 0.00 0.12
H -3.29388 -3.57174 -2.62646 -0.07 -0.15 -0.36 0.12
O -3.94464 -0.62096 -2.26912 -2.52 1.60 0.69 -0.31
P -3.30218 0.43515 -1.41222 5.28 -1.38 -0.05 0.69
N -2.35256 1.27595 -2.54175 -0.04 -0.39 -0.36 -0.31
C -1.18571 2.05374 -2.17928 0.00 0.52 0.49 -0.12
C -3.12286 1.95589 -3.58023 -0.32 -0.23 -0.11 -0.12
N -2.29620 -0.61525 -0.44675 0.61 0.41 0.03 -0.33
C -0.99573 -1.00766 -0.95984 0.10 0.07 -0.11 -0.13
C -3.03462 -1.77698 0.01371 -0.22 0.07 0.07 -0.14
N -3.33267 1.70473 -0.19618 -2.83 -0.48 -0.36 -0.29
C -2.63216 1.58743 1.07731 0.28 -0.26 0.20 -0.12
C -4.70957 2.19215 0.05024 0.02 0.23 -0.39 -0.13
H -1.44856 3.02227 -1.73749 0.07 0.00 0.04 0.07
H -0.57884 2.24479 -3.06711 -0.16 -0.06 -0.13 0.09
H -0.53226 1.53647 -1.48251 -0.17 0.01 0.10 0.05
H -3.59650 2.87380 -3.20312 0.11 0.06 -0.07 0.08
H -3.90454 1.30196 -3.96619 0.01 -0.04 0.08 0.07
H -2.47772 2.21772 -4.41946 0.10 0.03 0.07 0.08
H -1.02822 -1.31160 -2.01795 0.06 -0.02 0.01 0.08
H -0.60280 -1.84212 -0.37413 -0.15 -0.06 0.03 0.08
H -0.26409 -0.20792 -0.84846 -0.03 -0.03 -0.11 0.06
H -3.13375 -2.52284 -0.78038 -0.11 -0.11 0.13 0.05
H -4.04162 -1.50581 0.33572 0.00 0.01 -0.04 0.08
H -2.53447 -2.23334 0.87138 0.11 0.05 -0.04 0.09
H -3.01181 0.78361 1.71356 0.02 -0.01 0.02 0.08
H -2.75391 2.53346 1.61015 -0.13 0.06 -0.16 0.09
H -1.56483 1.45045 0.92918 -0.03 -0.12 -0.07 0.08
H -5.31348 1.46121 0.59801 -0.02 0.07 0.09 0.08
H -5.21051 2.39856 -0.90063 0.01 -0.05 0.02 0.08
H -4.69167 3.12427 0.61446 0.10 0.00 0.00 0.07
O 3.61805 -4.68841 0.47756 -3.86 -0.03 0.01 -0.31
P 3.38680 -5.12671 1.91559 6.53 -0.43 1.38 0.73
N 4.02078 -3.76090 2.72016 -0.17 0.21 -0.22 -0.32
C 4.60940 -3.79171 4.04400 -0.32 -0.31 0.45 -0.13
C 3.21948 -2.55060 2.55494 -0.14 0.01 -0.41 -0.13
N 4.57334 -6.41048 1.88443 0.33 -0.03 0.55 -0.35
C 5.97942 -6.07773 2.07885 0.05 0.22 0.08 -0.12
C 4.42470 -7.27257 0.72137 -0.25 0.00 -0.04 -0.16
N 2.60152 -5.82868 3.34085 -2.45 0.14 -1.77 -0.29
C 3.07709 -7.05324 3.97561 0.32 -0.29 -0.03 -0.13
C 1.13455 -5.91825 3.16809 -0.01 0.48 0.12 -0.14
H 3.85999 -3.83894 4.84548 0.00 0.00 -0.02 0.09
H 5.19828 -2.88443 4.18899 -0.05 0.05 -0.11 0.09
H 5.29377 -4.62425 4.17408 -0.12 -0.06 -0.04 0.05
H 2.31454 -2.56896 3.18010 0.08 0.10 0.08 0.08
H 2.91421 -2.43392 1.51473 0.03 -0.08 -0.01 0.07
H 3.80478 -1.66959 2.81845 0.05 -0.05 0.09 0.08
H 6.29713 -5.20820 1.49085 0.05 -0.02 0.00 0.09
H 6.60211 -6.92773 1.79761 -0.11 -0.05 -0.12 0.08
H 6.20227 -5.89308 3.12940 0.00 0.06 -0.05 0.06
H 4.85887 -6.83363 -0.18519 -0.06 0.00 -0.02 0.08
H 3.36753 -7.47330 0.51920 0.01 0.00 0.01 0.07
H 4.90672 -8.23492 0.90733 0.04 0.03 0.08 0.08
H 3.00672 -7.93530 3.33545 0.02 -0.03 0.02 0.08
H 2.46283 -7.22628 4.86371 -0.15 0.17 -0.08 0.09
H 4.10122 -6.94655 4.32006 0.04 0.01 -0.16 0.08
H 0.85080 -6.69890 2.45330 -0.06 -0.07 0.09 0.08
H 0.74168 -4.96439 2.80082 0.03 -0.02 -0.02 0.07
H 0.64436 -6.12351 4.11915 0.06 -0.01 0.03 0.08
O -0.56913 5.33772 0.16202 2.82 0.77 -1.29 -0.30
P -0.78069 6.82170 0.12195 -5.20 0.62 2.05 0.69
N -0.81462 7.21616 1.77835 0.04 -0.35 0.09 -0.32
C -1.44984 8.39847 2.32083 0.09 0.51 -0.27 -0.13
C 0.44128 6.95101 2.47404 0.17 -0.37 -0.15 -0.13
N -2.39828 6.83942 -0.52758 -0.27 0.47 0.43 -0.33
C -3.52794 6.71206 0.38078 0.02 0.03 0.23 -0.13
C -2.54253 5.91397 -1.64023 0.21 -0.10 -0.15 -0.16
N -0.41781 8.43695 -0.47427 2.17 -1.44 -1.13 -0.29
C -1.38900 9.23017 -1.21736 -0.39 -0.01 -0.10 -0.13
C 0.88353 8.47747 -1.17846 0.18 -0.02 0.38 -0.13
H -0.85283 9.30940 2.17651 0.01 -0.02 -0.02 0.08
H -1.59724 8.26107 3.39380 0.07 -0.09 0.00 0.09
H -2.43473 8.57156 1.89674 0.10 0.01 -0.11 0.05
H 1.20310 7.71184 2.24896 -0.03 0.04 0.13 0.08
H 0.83675 5.97666 2.18843 -0.06 0.01 -0.08 0.07
H 0.27979 6.93009 3.55230 -0.08 0.09 0.00 0.08
H -3.38955 5.91557 1.12486 -0.06 0.01 0.00 0.08
H -4.43569 6.49819 -0.18588 0.08 -0.08 -0.12 0.08
H -3.72837 7.64824 0.90213 0.03 -0.09 0.05 0.05
H -2.66323 4.87851 -1.29786 0.04 -0.02 -0.06 0.06
H -1.66510 5.94599 -2.29064 0.00 -0.03 0.02 0.08
H -3.40745 6.18487 -2.25134 -0.04 0.09 0.10 0.08
H -1.67270 8.79015 -2.17659 -0.04 0.01 -0.01 0.08
H -0.94139 10.20880 -1.41015 0.19 -0.09 0.06 0.09
H -2.28574 9.40775 -0.63051 -0.03 -0.16 -0.01 0.07
H 0.84196 7.97352 -2.15023 0.03 0.09 -0.05 0.08
H 1.65179 7.98405 -0.57585 -0.04 -0.03 -0.03 0.08
H 1.20722 9.50639 -1.33315 -0.07 0.03 0.03 0.08
```
Forces are in eV/Å.

---

Table of M (g/mol), in record order: 664.63; 787.69
Table of HOMO-LUMO gap (eV), in record order: 9.344; 4.551